Entry 1:
9
Properties=species:S:1:pos:R:3:forces:R:3:nbo_charge:R:1 method="wB97M-V/def2-TZVPD" multiplicity=1 fmax_ha_per_bohr=0.1210
C 0.283 -0.487 0.246 0.726 3.681 2.494 -0.09
C -0.720 0.647 -0.032 1.955 2.511 -1.280 -0.44
H 2.055 -0.836 -1.136 -1.972 3.582 4.690 0.45
H 0.116 -1.425 -0.171 -0.820 -1.302 -0.722 0.19
H -0.049 -0.436 1.388 2.172 -1.395 -1.599 0.18
H -0.470 1.399 -0.893 -0.781 -2.148 0.582 0.22
H -0.655 1.429 0.789 -0.600 -1.388 -0.397 0.21
O 1.627 -0.031 -0.088 1.115 -3.910 -3.584 -0.69
Cl -2.188 -0.260 -0.103 -1.793 0.369 -0.184 -0.03


Entry 2:
12
Properties=species:S:1:pos:R:3:forces:R:3:nbo_charge:R:1 method="wB97M-V/def2-TZVPD" multiplicity=1 fmax_ha_per_bohr=0.0965
C -1.483 0.204 0.129 -1.539 2.415 -2.833 -0.72
C -0.328 -0.067 -0.693 4.325 -2.313 0.741 -0.06
O 2.490 -0.067 -0.534 -0.362 0.028 0.064 -0.84
O 1.230 2.008 -0.411 -0.448 -0.694 0.422 -0.91
O 0.748 -1.878 -0.080 -2.597 1.635 -1.850 -0.79
S 1.293 0.588 -0.135 0.017 1.736 -1.892 2.06
Cl 1.005 0.342 1.828 0.341 0.278 1.188 -0.21
H -1.794 1.343 0.089 0.826 -2.184 0.303 0.28
H -2.272 -0.367 -0.309 -0.926 -0.155 -0.430 0.25
H -1.352 -0.208 1.041 0.368 -0.553 3.282 0.26
H -0.375 -0.176 -1.783 0.182 -0.160 0.474 0.25
H 0.838 -1.722 0.859 -0.187 -0.032 0.532 0.44


Entry 3:
10
Properties=species:S:1:pos:R:3:forces:R:3:nbo_charge:R:1 method="wB97M-V/def2-TZVPD" multiplicity=1 fmax_ha_per_bohr=0.0517
C -0.468 -1.300 0.071 -0.121 1.081 0.409 -0.74
C 1.199 0.840 -0.297 -1.660 1.088 1.765 0.09
O 1.647 2.013 0.119 0.037 0.209 -0.701 -0.60
S -0.368 0.474 0.217 -0.083 0.163 -0.459 0.60
Cl -3.394 -0.073 0.008 0.660 0.219 0.024 -0.86
H -0.032 -1.572 -0.818 1.259 -0.926 -1.935 0.23
H -1.461 -1.633 0.090 -1.714 0.273 -0.154 0.32
H -0.017 -1.651 0.936 1.277 -0.936 1.364 0.23
H 1.909 0.354 -0.941 0.002 -0.540 -0.126 0.23
H 0.985 2.548 0.616 0.342 -0.632 -0.187 0.52


Entry 4:
10
Properties=species:S:1:pos:R:3:forces:R:3:nbo_charge:R:1 method="wB97M-V/def2-TZVPD" multiplicity=3 fmax_ha_per_bohr=0.1359 s_squared=2.006
C 0.226 0.825 0.993 -1.701 -2.580 -1.654 -0.64
C 1.289 -0.153 0.405 -0.770 6.941 -0.186 -0.46
O -1.802 -0.646 -1.177 -1.240 1.490 0.275 -0.92
S 1.364 -1.688 0.582 0.229 -5.474 0.643 0.40
Cl 2.547 0.595 -0.578 -0.184 -0.291 0.208 0.00
H 0.310 1.002 2.059 0.432 0.297 0.113 0.22
H 0.255 1.738 0.349 -0.308 -0.724 0.819 0.24
H -0.825 0.217 0.875 2.303 1.873 0.092 0.24
H -2.087 -0.541 -2.074 -1.268 1.306 -0.830 0.46
H -1.276 -1.349 -1.433 2.507 -2.838 0.519 0.46


Entry 5:
11
Properties=species:S:1:pos:R:3:forces:R:3:nbo_charge:R:1 method="wB97M-V/def2-TZVPD" multiplicity=1 total_charge=+1 fmax_ha_per_bohr=0.0526
C 0.752 -0.157 -0.087 -2.525 -0.291 -0.928 0.34
C -2.256 -0.223 -0.266 1.217 2.092 -0.339 0.83
N 1.713 0.180 -0.877 2.063 -0.314 -1.585 -0.79
N 0.832 -0.003 1.194 1.514 1.175 0.750 -0.78
F -2.330 0.516 -1.314 -0.272 -0.737 1.308 -0.21
F -2.595 0.267 0.861 0.080 0.675 -0.468 -0.23
H -2.198 -1.255 -0.256 0.137 -2.095 -0.803 0.19
H 1.829 -0.071 -1.844 -1.489 -0.167 -0.497 0.43
H 2.684 0.212 -0.620 0.480 0.543 1.398 0.40
H -0.054 -0.048 1.642 0.010 0.058 1.072 0.41
H 1.623 0.583 1.569 -1.215 -0.940 0.091 0.41


Entry 6:
11
Properties=species:S:1:pos:R:3:forces:R:3:nbo_charge:R:1 method="wB97M-V/def2-TZVPD" multiplicity=1 fmax_ha_per_bohr=0.0992
C -1.071 0.486 -0.097 -0.883 -1.661 2.259 -0.42
C 2.052 -1.736 0.191 -2.138 4.570 0.735 0.58
N 0.325 0.682 0.327 -0.340 0.303 1.072 -0.76
F 1.744 -1.016 -0.909 0.257 -1.301 0.255 -0.32
F 1.406 -2.862 0.235 0.568 -0.432 -0.002 -0.30
S 0.970 -0.105 1.696 0.496 -1.434 -2.466 0.09
H -1.432 -0.657 0.188 0.709 3.317 -0.327 0.21
H -1.742 1.361 0.213 0.561 -1.597 0.272 0.19
H -1.111 0.524 -1.136 0.126 -0.099 -2.055 0.19
H 3.083 -1.538 0.417 0.450 -1.224 0.301 0.17
H 0.567 1.671 0.314 0.193 -0.443 -0.046 0.38


Entry 7:
10
Properties=species:S:1:pos:R:3:forces:R:3:nbo_charge:R:1 method="wB97M-V/def2-TZVPD" multiplicity=1 fmax_ha_per_bohr=0.0493
C -0.438 1.570 0.401 1.969 1.228 -0.606 -0.50
C 0.558 -1.968 -0.590 0.291 0.141 -0.531 0.07
N -1.324 0.548 0.514 -1.685 -1.891 -0.032 -0.45
F -0.069 -2.404 -1.686 -0.024 0.173 0.280 -0.33
I 1.995 -0.510 -0.949 0.336 -0.557 -0.240 0.15
H -0.072 2.039 1.324 -0.108 0.077 -0.032 0.18
H 0.501 1.157 -0.110 -0.934 0.616 0.582 0.22
H -0.809 2.304 -0.322 0.090 0.185 0.168 0.20
H 0.920 -2.780 0.025 -0.162 -0.087 0.258 0.16
H -1.262 0.044 1.395 0.227 0.116 0.151 0.30


Entry 8:
10
Properties=species:S:1:pos:R:3:forces:R:3:nbo_charge:R:1 method="wB97M-V/def2-TZVPD" multiplicity=1 fmax_ha_per_bohr=0.0864
C -0.859 1.788 1.072 0.531 -4.108 -1.549 -0.08
C 0.270 -0.791 -1.224 -1.321 -0.710 2.640 -0.48
N -0.757 0.568 0.628 1.595 2.146 -1.896 -0.26
N 0.465 0.479 -0.689 -0.769 2.741 3.414 0.09
F 1.714 0.462 0.020 -0.520 -0.198 -0.213 -0.30
H -1.704 1.940 1.682 -0.826 0.207 1.065 0.19
H -0.189 2.574 0.890 0.885 1.022 -0.642 0.19
H 0.833 -0.988 -2.057 1.970 -0.657 -1.582 0.22
H 0.112 -1.527 -0.441 0.982 -0.683 -0.005 0.21
H -0.699 -0.707 -1.556 -2.527 0.240 -1.231 0.23


Entry 9:
10
Properties=species:S:1:pos:R:3:forces:R:3:nbo_charge:R:1 method="wB97M-V/def2-TZVPD" multiplicity=1 fmax_ha_per_bohr=0.1611 smiles="[H]/N=C(/N)CF"
C 0.222 0.258 -0.165 -0.021 -0.668 2.212 0.41
C -1.135 -0.477 0.137 2.012 4.587 -6.596 0.01
H 2.096 0.420 0.055 -1.919 -4.190 -0.924 0.45
H 1.581 -1.594 -0.320 -1.068 3.029 0.199 0.42
H -0.197 2.270 0.360 2.364 -3.214 -2.040 0.37
H -1.083 -0.993 0.953 -0.507 -1.934 5.831 0.18
H -1.235 -1.185 -0.601 0.311 -2.216 -1.873 0.17
N 1.337 -0.550 -0.124 3.202 1.347 0.260 -0.90
N 0.581 1.496 -0.080 -3.530 2.632 1.458 -0.76
F -2.166 0.354 -0.215 -0.844 0.628 1.473 -0.34


Entry 10:
11
Properties=species:S:1:pos:R:3:forces:R:3:nbo_charge:R:1 method="wB97M-V/def2-TZVPD" multiplicity=1 fmax_ha_per_bohr=0.0835
C -0.875 -0.101 0.057 0.255 2.106 0.281 0.64
C 0.653 -0.086 0.457 0.310 0.657 1.478 0.26
N -1.336 1.182 -0.268 -0.408 -1.661 0.517 -0.83
N 1.257 -1.043 -0.308 -2.936 -1.464 -2.067 -0.84
O -1.496 -1.135 0.014 -0.085 0.383 0.099 -0.59
F 1.168 1.166 -0.090 -0.262 -0.081 1.404 -0.42
H 0.950 -0.143 1.760 -1.115 0.525 -4.115 0.18
H -0.696 1.935 -0.406 0.394 0.027 0.198 0.42
H -2.321 1.400 -0.367 0.311 -0.549 -0.099 0.40
H 2.049 -1.461 0.000 2.689 -1.276 1.169 0.38
H 0.646 -1.713 -0.848 0.848 1.332 1.137 0.40


Entry 11:
9
Properties=species:S:1:pos:R:3:forces:R:3:nbo_charge:R:1 method="wB97M-V/def2-TZVPD" multiplicity=1 fmax_ha_per_bohr=0.0862 smiles="CC=O.F"
C 1.437 -0.144 -0.064 -2.368 -3.619 0.310 -0.71
C -0.033 0.198 0.006 1.441 -2.793 0.038 0.46
O -0.841 -0.680 -0.153 -0.309 -0.134 0.019 -0.55
F -2.981 0.497 -0.061 -1.086 0.819 0.039 -0.58
H 1.639 -1.165 0.432 -0.402 1.594 -0.934 0.24
H 1.733 -0.151 -1.068 0.533 -0.260 -1.624 0.24
H 1.931 0.580 0.400 2.504 2.997 2.096 0.21
H -2.631 -0.315 0.200 0.621 -0.284 -0.154 0.57
H -0.253 1.181 0.309 -0.936 1.680 0.210 0.12


Entry 12:
10
Properties=species:S:1:pos:R:3:forces:R:3:nbo_charge:R:1 method="wB97M-V/def2-TZVPD" multiplicity=1 fmax_ha_per_bohr=0.0827
C 0.991 -0.612 0.483 0.226 0.874 0.890 -0.65
C 0.386 0.723 -0.066 2.245 -0.956 -0.728 -0.09
O -0.901 0.905 0.304 -3.562 -0.401 -2.291 -0.52
F -2.936 -1.047 -0.561 0.130 0.520 -0.483 -0.45
S -2.427 0.254 -1.362 2.246 0.275 3.082 0.70
H 0.616 -0.551 1.574 1.049 -0.623 -1.475 0.22
H 0.532 -1.522 0.001 0.742 0.925 0.401 0.21
H 2.172 -0.552 0.414 -2.493 -0.455 0.201 0.21
H 0.590 0.847 -1.149 -0.323 -0.143 0.253 0.18
H 0.977 1.556 0.361 -0.263 -0.015 0.152 0.19


Entry 13:
9
Properties=species:S:1:pos:R:3:forces:R:3:nbo_charge:R:1 method="wB97M-V/def2-TZVPD" multiplicity=1 fmax_ha_per_bohr=0.0683 smiles=C[C@H](F)S
C -1.165 0.298 -0.056 1.868 2.835 0.903 -0.66
C 0.263 -0.350 -0.111 0.403 0.454 1.316 0.12
F 0.249 -1.509 0.649 -0.271 -0.194 -0.092 -0.37
S 1.694 0.683 0.539 -0.517 0.271 -0.044 -0.11
H -1.509 0.732 0.986 0.693 -1.711 -1.869 0.24
H -1.772 -0.429 -0.560 -0.822 -0.093 0.237 0.23
H -1.124 1.269 -0.655 -0.079 -1.407 0.311 0.23
H 0.529 -0.637 -1.111 -0.109 -0.106 -0.543 0.17
H 2.835 -0.055 0.320 -1.166 -0.048 -0.219 0.15


Entry 14:
9
Properties=species:S:1:pos:R:3:forces:R:3:nbo_charge:R:1 method="wB97M-V/def2-TZVPD" multiplicity=1 fmax_ha_per_bohr=0.0659 smiles=FCCS
C 0.004 -0.577 -0.637 -2.294 -1.919 0.651 -0.58
C -1.017 0.497 -0.553 0.564 -1.273 2.649 0.06
H -0.054 0.110 1.377 1.357 -0.986 0.685 0.11
H -0.703 -1.453 -0.836 1.754 0.612 -0.634 0.22
H 0.670 -0.188 -1.343 1.047 -0.505 -1.715 0.23
H -1.477 0.288 -1.441 -2.584 0.471 -2.141 0.17
H -1.571 0.395 0.420 -0.310 0.148 -1.265 0.16
F -0.418 1.683 -0.585 0.682 2.414 0.007 -0.35
S 0.811 -0.864 0.889 -0.216 1.038 1.763 -0.01


Entry 15:
9
Properties=species:S:1:pos:R:3:forces:R:3:nbo_charge:R:1 method="wB97M-V/def2-TZVPD" multiplicity=1 total_charge=+1 fmax_ha_per_bohr=0.0653
C -0.093 0.613 -0.500 0.252 1.958 -1.716 -0.37
C 0.373 0.348 0.870 -1.142 -0.723 -0.853 -0.08
N -0.137 -0.826 -0.845 2.833 1.792 -0.198 -0.61
I -0.915 0.127 2.424 0.516 0.254 -0.331 0.50
H -1.064 1.101 -0.564 -0.322 -0.604 0.315 0.26
H 0.469 1.294 -1.259 -0.041 -1.687 1.612 0.29
H 1.363 -0.041 0.976 0.695 0.137 0.393 0.23
H -0.768 -1.296 -0.295 -2.151 -1.584 1.252 0.38
H 0.773 -1.321 -0.806 -0.639 0.456 -0.473 0.40


Entry 16:
10
Properties=species:S:1:pos:R:3:forces:R:3:nbo_charge:R:1 method="wB97M-V/def2-TZVPD" multiplicity=1 fmax_ha_per_bohr=0.0434
C 0.145 -1.000 -1.359 0.520 -0.490 -0.795 -0.09
C 1.077 0.595 0.984 -0.574 -0.809 0.638 -0.72
N -1.952 -0.238 -0.566 0.166 1.851 1.233 -0.54
N -0.931 -0.609 -1.113 -0.988 -1.078 -0.428 0.03
I -0.136 1.310 2.639 0.123 -0.390 -0.346 0.04
H 0.606 -0.219 0.389 0.310 0.740 1.327 0.22
H 0.957 -0.958 -2.055 -0.151 0.189 0.002 0.24
H 1.112 1.471 0.365 0.711 0.272 -0.231 0.22
H 1.995 0.231 1.468 -0.224 0.537 -0.584 0.23
H -2.874 -0.584 -0.752 0.107 -0.823 -0.817 0.37


Entry 17:
12
Properties=species:S:1:pos:R:3:forces:R:3:nbo_charge:R:1 method="wB97M-V/def2-TZVPD" multiplicity=1 fmax_ha_per_bohr=0.0841 smiles="CSN(N)C(=O)I"
C -1.529 -0.916 0.234 0.754 2.898 2.052 0.55
C 1.702 -0.490 -0.843 -2.252 -0.986 -0.132 -0.77
N -0.630 1.429 0.667 1.739 -1.645 -1.046 -0.66
N -0.354 0.041 1.018 -3.563 -0.013 -2.452 -0.53
O -1.676 -2.042 0.422 1.012 -1.684 0.006 -0.50
S 1.141 -0.626 0.961 1.325 -0.275 -1.423 0.46
I -3.267 0.152 -0.459 0.226 0.414 -0.296 0.06
H 1.009 -0.907 -1.651 0.693 -0.405 1.550 0.22
H 2.686 -0.895 -0.928 0.603 -0.365 0.052 0.23
H 1.689 0.505 -1.165 0.509 1.893 0.045 0.20
H 0.202 1.905 0.250 -1.012 -0.632 0.788 0.37
H -0.974 1.845 1.494 -0.034 0.801 0.855 0.37


Entry 18:
9
Properties=species:S:1:pos:R:3:forces:R:3:nbo_charge:R:1 method="wB97M-V/def2-TZVPD" multiplicity=1 fmax_ha_per_bohr=0.0707 smiles=C[C@H](O)I
C -0.611 -0.705 -0.066 1.422 1.921 -2.739 -0.66
C 0.328 0.314 0.439 0.586 1.511 -0.686 0.07
O 0.053 1.599 -0.075 -0.892 -1.075 -1.438 -0.69
I 2.380 -0.289 -0.022 0.263 -0.042 -0.265 -0.05
H -0.438 -0.598 -1.181 -1.154 -0.228 0.842 0.20
H -0.199 -1.621 0.105 0.433 -2.824 0.959 0.23
H -1.576 -0.516 0.301 -1.445 -0.045 0.160 0.23
H 0.446 0.352 1.489 -0.335 0.408 1.053 0.19
H -0.383 1.463 -0.990 1.122 0.373 2.115 0.47


Entry 19:
9
Properties=species:S:1:pos:R:3:forces:R:3:nbo_charge:R:1 method="wB97M-V/def2-TZVPD" multiplicity=1 fmax_ha_per_bohr=0.0711
C -0.289 -0.651 -0.653 1.778 1.236 -2.945 -0.72
C 0.702 0.397 -0.106 -0.758 -0.325 1.869 0.16
O 0.455 1.739 -0.201 -0.718 -0.898 -0.534 -0.71
I 2.748 -0.055 -0.030 0.131 -0.274 -0.407 0.12
H -0.467 -0.411 -1.745 0.415 0.139 0.672 0.22
H 0.088 -1.656 -0.745 0.868 -0.164 0.501 0.24
H -1.284 -0.801 -0.373 -1.487 0.715 1.707 0.24
H 0.806 0.425 2.236 -0.289 -0.137 -0.677 -0.06
H 0.918 2.225 0.496 0.060 -0.291 -0.186 0.50


Entry 20:
11
Properties=species:S:1:pos:R:3:forces:R:3:nbo_charge:R:1 method="wB97M-V/def2-TZVPD" multiplicity=1 fmax_ha_per_bohr=0.1202 smiles=OCC(O)(O)I
C -0.893 0.658 -0.088 4.299 -2.033 2.769 -0.09
C 0.384 -0.655 0.191 -4.527 3.982 1.362 0.57
O -0.206 1.640 -0.811 -0.520 -0.414 2.032 -0.69
O 1.513 0.065 0.232 1.568 -1.767 -1.426 -0.71
O 0.126 -1.605 -0.713 0.852 0.764 0.223 -0.67
I 0.129 -1.467 2.417 -0.090 0.117 -0.783 -0.23
H -1.671 0.171 -0.523 -2.135 -1.178 -1.990 0.17
H -1.209 0.846 0.933 0.342 1.019 0.102 0.18
H -0.649 1.646 -1.626 -0.565 0.388 -2.010 0.48
H 1.520 0.667 0.978 -0.280 0.037 0.200 0.51
H 0.955 -1.968 -0.990 1.056 -0.914 -0.481 0.49


The calculation returns the following energy above the lowest of the compared OMol25 structures with the same formula, charge and spin values, one per record and in order: 66.6 92.3 50.4 0.0 76.2 66.3 101.0 104.8 63.6 1.1 8.5 75.4 5.6 22.1 38.2 55.5 36.1 7.5 104.2 26.1 kcal/mol.